(1)
This record from the OMol25 dataset describes a molecular structure, C5H6N at a distorted geometry. The level of theory is ωB97M-V with the def2-TZVPD basis set.

Geometry as XYZ:
```
12
Properties=species:S:1:pos:R:3
C -0.970 -0.597 1.129
C 0.462 1.141 0.702
C -0.025 0.871 -0.734
C -0.904 0.726 0.541
C 0.487 -0.387 0.681
N 0.699 -0.376 -0.930
H -1.019 -0.748 2.234
H -1.511 -1.437 0.672
H 1.113 1.640 1.392
H -0.487 1.308 -1.626
H 0.362 -0.995 -1.673
H 1.647 -0.190 -1.088
```

Computed properties:
ΔE to the lowest compared entry with this formula, charge and spin: 147.39 kcal per mole
orbital gap: 0.3671 hartree
F_max: 3.07 eV/A
total charge: +1
E_HOMO: -14.8 eV
total energy: -248.38082 hartree

***

(2)
This record from the OMol25 dataset describes a molecular structure, C36H55FN5O2SiZr at a distorted geometry. The level of theory is ωB97M-V with the def2-TZVPD basis set.

Geometry as XYZ:
```
101
Properties=species:S:1:pos:R:3
Zr 0.636 0.331 0.407
C 3.403 3.525 1.150
C 2.093 4.028 1.770
C 2.141 5.533 2.018
C 1.905 3.202 3.020
C 2.604 3.494 4.182
C 2.604 2.616 5.249
C 1.952 1.403 5.141
C 1.222 1.087 4.003
C 0.547 -0.258 3.889
C -0.461 -0.480 5.020
C 1.602 -1.370 3.886
C 1.158 2.016 2.952
N 0.341 1.760 1.814
C -0.791 2.477 1.618
C -1.237 3.560 2.415
C -2.388 4.248 2.105
C -3.182 3.891 1.022
C -2.811 2.811 0.236
C -1.655 2.145 0.554
F -1.259 1.012 -0.258
H 3.645 4.081 0.249
H 3.298 2.459 0.914
H 4.220 3.656 1.856
H 1.281 3.811 1.063
H 3.037 5.795 2.574
H 1.268 5.860 2.579
H 2.170 6.066 1.070
H 3.154 4.419 4.256
H 3.148 2.862 6.148
H 2.019 0.689 5.946
H 0.025 -0.287 2.917
H 0.060 -0.579 5.969
H -1.030 -1.391 4.846
H -1.163 0.348 5.095
H 2.016 -1.502 4.881
H 2.418 -1.116 3.210
H 1.150 -2.311 3.568
H -0.631 3.849 3.260
H -2.677 5.084 2.722
H -4.069 4.450 0.788
H -3.395 2.502 -0.615
C 0.478 -4.717 -1.123
C 0.646 -3.271 -0.817
N -0.093 -2.337 -1.308
O -1.132 -2.749 -2.129
C 1.708 -2.739 0.054
C 2.932 -3.515 0.402
N 1.428 -1.541 0.423
O 2.235 -0.645 1.028
H -0.582 -4.968 -1.131
H 1.000 -5.361 -0.424
H 0.854 -4.904 -2.128
H -1.503 -1.931 -2.493
H 3.421 -3.888 -0.495
H 2.667 -4.372 1.022
H 3.621 -2.879 0.956
N -2.922 0.876 3.262
C -2.829 -0.352 2.712
C -3.756 -1.351 3.069
C -3.609 -2.618 2.567
C -2.545 -2.873 1.700
C -1.709 -1.831 1.373
N -1.826 -0.584 1.847
H -3.674 1.092 3.891
H -2.242 1.585 3.050
H -4.556 -1.110 3.751
H -4.294 -3.402 2.841
H -2.370 -3.852 1.289
H -0.868 -1.977 0.702
C 0.474 0.151 -3.099
Si 1.576 1.310 -1.958
C 1.035 3.113 -2.656
C 1.978 4.232 -2.216
C -0.348 3.438 -2.082
C 0.929 3.155 -4.184
C 3.436 0.764 -2.433
C 4.488 1.588 -1.688
C 3.624 -0.692 -1.994
C 3.715 0.840 -3.935
H 0.657 0.319 -4.157
H -0.585 0.339 -2.919
H 0.678 -0.900 -2.910
H 2.048 4.268 -1.133
H 1.594 5.193 -2.561
H 2.973 4.101 -2.632
H -0.317 3.499 -0.992
H -1.087 2.693 -2.375
H -0.692 4.400 -2.458
H 1.876 2.919 -4.661
H 0.638 4.155 -4.504
H 0.176 2.462 -4.544
H 4.347 1.508 -0.612
H 4.454 2.637 -1.965
H 5.483 1.213 -1.924
H 3.487 -0.786 -0.916
H 4.638 -1.015 -2.232
H 2.932 -1.357 -2.509
H 3.701 1.864 -4.297
H 2.993 0.260 -4.504
H 4.703 0.432 -4.144
```

Computed properties:
ΔE to the lowest compared entry with this formula, charge and spin: 49.86 kcal per mole
orbital gap: 0.2663 hartree
F_max: 2.18 eV/A
total charge: +1
E_HOMO: -10.8 eV
total energy: -2265.20854 hartree

***

(3)
This record from the OMol25 dataset describes a molecular structure, C43H53Cl3F2GeNP3S4SbSn at a distorted geometry. The level of theory is ωB97M-V with the def2-TZVPD basis set.

Geometry as XYZ:
```
112
Properties=species:S:1:pos:R:3
Sn -0.674 -0.750 0.022
S -1.691 0.982 2.002
P -3.189 1.449 -0.080
C -2.351 0.480 -1.226
P -1.593 1.406 -2.492
S 0.046 2.466 -2.165
C -2.881 2.463 -3.286
C -4.097 1.871 -3.632
C -5.088 2.614 -4.259
C -4.873 3.956 -4.547
C -3.663 4.549 -4.209
C -2.667 3.803 -3.582
C -1.320 0.236 -3.880
C -1.795 -1.068 -3.853
C -1.531 -1.938 -4.909
C -0.795 -1.503 -5.999
C -0.333 -0.189 -6.046
C -0.598 0.675 -4.993
C -3.448 3.220 -0.287
C -2.368 4.052 0.026
C -2.491 5.430 -0.100
C -3.690 5.987 -0.524
C -4.774 5.165 -0.808
C -4.659 3.787 -0.686
C -4.760 0.731 0.414
C -5.128 -0.531 -0.046
C -6.233 -1.177 0.495
C -6.981 -0.569 1.495
C -6.622 0.693 1.955
C -5.515 1.337 1.425
H -4.257 0.823 -3.399
H -6.030 2.146 -4.525
H -5.649 4.540 -5.033
H -3.493 5.597 -4.429
H -1.718 4.249 -3.310
H -2.361 -1.408 -2.997
H -1.874 -2.966 -4.853
H -0.568 -2.189 -6.809
H 0.253 0.154 -6.892
H -0.226 1.694 -5.015
H -1.444 3.606 0.378
H -1.648 6.068 0.142
H -3.782 7.062 -0.634
H -5.712 5.600 -1.136
H -5.502 3.146 -0.913
H -4.530 -1.000 -0.814
H -6.500 -2.168 0.145
H -7.831 -1.083 1.927
H -7.190 1.162 2.751
H -5.210 2.306 1.806
C 2.579 3.774 0.416
S 1.622 2.743 1.550
C 2.543 3.130 3.052
H 3.634 3.481 0.415
H 2.488 4.828 0.690
H 2.158 3.619 -0.576
H 2.557 4.209 3.221
H 3.566 2.750 2.987
H 2.021 2.645 3.877
C 3.165 1.705 -4.354
C 3.918 1.442 -3.041
Sb 2.980 -0.086 -1.789
C 4.409 0.240 -0.173
C 5.888 0.295 -0.561
C 4.151 -1.677 -2.713
C 3.424 -2.360 -3.883
H 3.685 2.442 -4.977
H 2.160 2.082 -4.153
H 3.060 0.789 -4.945
H 3.971 2.358 -2.440
H 4.938 1.110 -3.246
H 4.225 -0.576 0.530
H 4.097 1.164 0.327
H 6.213 -0.637 -1.033
H 6.526 0.460 0.316
H 6.088 1.109 -1.263
H 4.380 -2.409 -1.930
H 5.094 -1.238 -3.053
H 2.525 -2.874 -3.543
H 4.064 -3.107 -4.366
H 3.119 -1.636 -4.646
Cl 2.065 -5.774 -1.836
Ge 0.094 -5.005 -0.920
Cl 0.326 -2.788 -1.823
Cl -1.288 -5.731 -2.592
F -2.218 0.585 4.572
C -1.169 0.854 3.726
F -0.627 2.055 4.178
H -0.412 0.083 3.870
S -2.420 -2.652 0.540
C -2.744 -2.556 2.184
N -2.965 -2.554 3.326
C 2.599 -0.849 2.974
P 2.064 -2.278 1.932
C 0.644 -2.827 2.958
C 3.338 -3.519 2.432
C 4.692 -3.237 2.216
C 5.680 -4.164 2.515
C 5.337 -5.411 3.024
C 3.998 -5.720 3.215
C 3.009 -4.787 2.918
H 2.527 -1.088 4.040
H 1.947 -0.005 2.735
H 3.623 -0.557 2.737
H 0.948 -3.063 3.981
H 0.149 -3.689 2.507
H -0.097 -2.026 2.985
H 4.978 -2.276 1.799
H 6.722 -3.916 2.338
H 6.106 -6.140 3.252
H 3.716 -6.697 3.594
H 1.970 -5.061 3.059
```

Computed properties:
orbital gap (alpha / beta): 0.1984 / 0.2264 hartree
F_max: 1.05 eV/A
total charge: -2
E_HOMO (alpha / beta): -1.6 / -2.5 eV
total energy: -8453.89497 hartree
spin multiplicity: 2